DFT (the ωB97M-V functional and the def2-TZVPD basis) results for a structure of composition C36H35N2PS3Ta.

Last column: Löwdin charge in e.
Atoms and positions in Å:
Ta (0.140, -0.044, -0.132)  1.361
C (3.496, 0.654, 0.801)  -0.437
C (3.619, -0.852, 0.863)  -0.412
S (2.305, -1.696, -0.070)  0.959
C (1.853, -3.045, 1.049)  -0.439
C (1.320, -2.577, 2.385)  -0.423
S (-0.011, -1.343, 2.198)  0.869
C (0.491, -0.045, 3.368)  -0.453
C (1.743, 0.739, 3.012)  -0.408
S (1.873, 1.326, 1.281)  0.888
H (4.234, 1.127, 1.451)  0.116
H (3.654, 1.032, -0.207)  0.076
H (4.567, -1.155, 0.415)  0.113
H (3.612, -1.225, 1.884)  0.078
H (1.111, -3.625, 0.497)  0.077
H (2.731, -3.679, 1.182)  0.117
H (0.893, -3.417, 2.933)  0.109
H (2.092, -2.134, 3.011)  0.084
H (-0.391, 0.587, 3.464)  0.048
H (0.630, -0.533, 4.335)  0.116
H (1.797, 1.627, 3.643)  0.101
H (2.644, 0.159, 3.200)  0.085
C (-4.710, 0.589, 4.315)  -0.023
C (-4.296, -0.405, 3.434)  -0.041
C (-3.318, -0.134, 2.495)  -0.103
C (-2.742, 1.139, 2.432)  -0.366
C (-3.176, 2.140, 3.307)  -0.069
C (-4.159, 1.859, 4.245)  -0.029
P (-1.569, 1.534, 1.133)  0.991
C (-0.829, 3.149, 1.380)  -0.393
C (-0.404, 3.568, 2.647)  -0.126
C (0.285, 4.761, 2.782)  -0.036
C (0.561, 5.538, 1.661)  -0.026
C (0.141, 5.127, 0.405)  -0.038
C (-0.551, 3.931, 0.258)  -0.083
C (-2.345, 1.428, -0.464)  -0.407
C (-3.535, 2.014, -0.892)  -0.029
C (-3.922, 1.803, -2.200)  -0.002
C (-3.131, 1.024, -3.060)  -0.014
C (-1.960, 0.444, -2.623)  -0.066
C (-1.530, 0.635, -1.295)  -0.305
H (-5.473, 0.373, 5.051)  0.128
H (-4.745, -1.387, 3.479)  0.122
H (-3.029, -0.911, 1.798)  0.078
H (-2.771, 3.141, 3.247)  0.102
H (-4.499, 2.637, 4.915)  0.127
H (-0.645, 2.992, 3.533)  0.104
H (0.589, 5.100, 3.763)  0.126
H (1.088, 6.476, 1.772)  0.127
H (0.335, 5.746, -0.461)  0.124
H (-0.889, 3.623, -0.724)  0.111
H (-4.140, 2.609, -0.219)  0.132
H (-4.841, 2.239, -2.569)  0.132
H (-3.454, 0.874, -4.082)  0.129
H (-1.386, -0.154, -3.320)  0.101
C (-2.069, -5.184, -0.699)  -0.022
C (-1.012, -5.227, -1.606)  -0.021
C (-0.330, -4.070, -1.943)  -0.001
C (-0.734, -2.874, -1.363)  -0.276
C (-1.790, -2.815, -0.459)  -0.060
C (-2.461, -3.981, -0.125)  -0.036
N (-0.038, -1.652, -1.606)  -0.180
N (0.605, -1.528, -2.675)  0.124
C (1.320, -0.336, -2.803)  -0.320
C (1.946, -0.127, -4.030)  0.035
C (2.608, 1.068, -4.256)  -0.008
C (2.638, 2.039, -3.262)  -0.012
C (2.031, 1.821, -2.025)  -0.109
C (1.363, 0.630, -1.760)  -0.294
H (-2.596, -6.095, -0.447)  0.128
H (-0.721, -6.168, -2.052)  0.129
H (0.497, -4.084, -2.642)  0.127
H (-2.141, -1.854, -0.089)  0.075
H (-3.303, -3.950, 0.553)  0.122
H (1.892, -0.900, -4.785)  0.138
H (3.094, 1.248, -5.205)  0.132
H (3.138, 2.980, -3.450)  0.130
H (2.070, 2.610, -1.281)  0.094

Values from the calculation:
Charge   +3
Maximum force   0.5 eV/Å
Frontier orbital gap   6.45 eV
LUMO   -0.3781 Ha



DFT (the ωB97M-V functional and the def2-TZVPD basis) results for a structure of composition C36H35N5NiOSSbSe.

Last column: Mulliken spin population.
Atoms and positions in Å:
Ni (2.450, -2.184, -0.857)  1.642
C (0.809, -2.679, 4.282)  0.001
N (0.396, -3.339, 3.052)  0.008
C (-0.524, -4.383, 3.026)  0.003
C (-0.663, -4.744, 1.744)  0.039
N (0.185, -3.957, 0.952)  -0.001
C (0.787, -3.058, 1.773)  0.049
S (1.801, -1.776, 1.372)  0.104
C (0.083, -3.893, -0.423)  0.229
C (-1.125, -4.235, -1.004)  -0.128
C (-1.300, -4.436, -2.355)  0.381
C (-0.069, -4.428, -3.093)  0.019
C (1.078, -3.994, -2.522)  0.093
N (1.146, -3.567, -1.218)  0.357
H (-0.044, -2.066, 4.565)  0.000
H (1.720, -2.078, 4.104)  0.000
H (1.001, -3.421, 5.038)  0.001
H (-0.850, -4.822, 3.966)  -0.001
H (-1.156, -5.588, 1.278)  -0.005
H (-1.943, -4.439, -0.339)  -0.003
H (-2.261, -4.740, -2.777)  0.026
H (-0.089, -4.728, -4.154)  0.008
H (1.966, -3.833, -3.147)  0.023
O (2.283, -1.262, -2.740)  0.019
N (2.528, 0.017, -2.924)  -0.005
C (1.515, 0.842, -3.289)  0.007
C (1.759, 2.204, -3.431)  -0.002
C (3.028, 2.729, -3.178)  0.005
C (4.031, 1.863, -2.862)  -0.002
C (3.780, 0.516, -2.745)  0.003
H (0.544, 0.342, -3.391)  0.000
H (0.923, 2.873, -3.663)  0.000
H (3.232, 3.777, -3.259)  0.000
H (5.007, 2.223, -2.633)  0.000
H (4.516, -0.197, -2.477)  0.004
C (-3.783, 2.394, -0.297)  0.000
C (-2.633, 3.244, -0.823)  -0.001
C (-2.945, 4.493, -1.367)  0.000
C (-1.956, 5.354, -1.820)  0.000
C (-0.602, 5.029, -1.699)  0.000
C (-0.265, 3.786, -1.182)  0.000
C (-1.254, 2.854, -0.758)  0.002
Sb (-0.194, 1.051, -0.254)  -0.001
C (-1.651, -0.254, 0.742)  -0.006
C (-1.790, -0.290, 2.126)  0.010
C (-2.788, -1.044, 2.694)  0.001
C (-3.704, -1.747, 1.889)  -0.002
C (-3.560, -1.715, 0.524)  -0.005
C (-2.517, -0.958, -0.091)  -0.036
C (-2.429, -0.950, -1.599)  0.082
C (0.896, 1.908, 1.390)  0.007
C (2.262, 1.590, 1.366)  0.006
C (3.114, 2.150, 2.273)  -0.001
C (2.626, 2.979, 3.269)  0.000
C (1.286, 3.272, 3.315)  0.001
C (0.398, 2.751, 2.383)  0.000
C (-1.075, 3.137, 2.488)  0.000
H (-4.734, 2.922, -0.277)  0.000
H (-3.542, 1.933, 0.662)  0.000
H (-3.914, 1.541, -0.944)  0.000
H (-3.996, 4.739, -1.463)  0.000
H (-2.275, 6.320, -2.258)  0.000
H (0.146, 5.731, -2.026)  0.000
H (0.775, 3.480, -1.124)  0.000
H (-1.079, 0.230, 2.738)  0.005
H (-2.858, -1.117, 3.788)  0.001
H (-4.506, -2.315, 2.306)  0.000
H (-4.241, -2.228, -0.125)  0.002
H (-3.212, -1.577, -2.015)  0.011
H (-1.463, -1.366, -1.893)  -0.050
H (-2.425, 0.053, -2.014)  -0.003
H (2.676, 1.036, 0.572)  -0.007
H (4.176, 1.979, 2.240)  0.001
H (3.298, 3.421, 3.992)  0.000
H (0.936, 3.972, 4.086)  0.000
H (-1.365, 3.872, 1.738)  0.000
H (-1.301, 3.567, 3.460)  0.000
H (-1.694, 2.252, 2.354)  0.000
Se (4.852, -2.194, -0.253)  0.090
C (5.638, -2.360, -1.878)  -0.005
N (6.127, -2.463, -2.908)  0.023

Values from the calculation:
Charge   0
⟨S²⟩   3.775
Maximum force   2.3 eV/Å
Frontier orbital gap (alpha / beta)   4.67 / 7.90 eV
Multiplicity   4
LUMO (alpha / beta)   -0.0035 / -0.0063 Ha



DFT (the ωB97M-V functional and the def2-TZVPD basis) results for a structure of composition C36H36BaF6N8O7S4Se.

Last column: Löwdin charge in e.
Atoms and positions in Å:
Ba (-0.648, -1.245, 0.217)  1.560
C (5.989, -2.032, 0.348)  -0.445
S (4.901, -0.659, 0.887)  0.669
C (3.334, -1.024, -0.103)  -1.087
S (2.325, -0.663, 1.253)  0.305
N (3.062, -1.563, -1.210)  -0.066
N (1.721, -1.956, -1.476)  -0.062
C (1.465, -2.326, -2.689)  -0.107
C (0.167, -2.930, -3.101)  -0.279
C (-0.375, -2.800, -4.402)  -0.035
C (-1.451, -3.605, -4.739)  -0.096
C (-1.926, -4.587, -3.877)  -0.069
C (-1.502, -4.495, -2.557)  -0.134
N (-0.541, -3.648, -2.215)  0.079
H (6.890, -2.047, 0.983)  0.017
H (6.293, -1.889, -0.688)  0.012
H (5.461, -2.974, 0.442)  0.019
H (2.218, -2.260, -3.496)  0.121
H (0.025, -2.014, -5.074)  0.123
H (-1.979, -3.402, -5.680)  0.111
H (-2.670, -5.327, -4.204)  0.104
H (-1.973, -5.056, -1.717)  0.126
O (-0.650, -2.542, 4.906)  -0.056
C (-0.530, -2.414, 3.662)  -0.641
O (-0.888, -1.412, 2.979)  -0.203
C (0.150, -3.640, 3.042)  -0.161
C (0.567, -4.547, 4.071)  -0.007
C (1.262, -5.670, 3.796)  -0.022
C (1.515, -5.883, 2.424)  -0.178
C (2.177, -7.041, 2.010)  -0.066
C (2.438, -7.263, 0.673)  -0.112
C (2.110, -6.287, -0.291)  -0.094
C (1.452, -5.147, 0.095)  -0.014
C (1.091, -4.937, 1.448)  -0.207
N (0.334, -3.846, 1.754)  0.135
H (0.306, -4.315, 5.119)  0.118
H (1.627, -6.328, 4.578)  0.110
H (2.455, -7.798, 2.761)  0.108
H (2.862, -8.210, 0.349)  0.087
H (2.373, -6.471, -1.344)  0.101
H (1.136, -4.357, -0.606)  0.078
F (-5.522, -3.864, -1.583)  0.108
C (-5.956, -2.967, -0.690)  -0.561
F (-6.476, -3.595, 0.402)  0.118
F (-6.872, -2.105, -1.217)  0.106
S (-4.308, -1.910, -0.231)  0.741
O (-3.075, -2.869, -0.101)  -0.522
O (-4.822, -1.152, 0.938)  -0.340
N (-3.472, -0.682, -1.062)  -0.356
S (-3.291, -0.437, -2.774)  0.747
O (-3.772, -1.422, -3.776)  -0.377
O (-1.782, -0.327, -2.591)  -0.458
C (-4.388, 1.261, -3.271)  -0.581
F (-5.653, 1.032, -2.881)  0.129
F (-3.723, 2.134, -2.531)  0.120
F (-4.451, 1.699, -4.534)  0.133
O (-4.496, 2.144, 0.546)  -0.044
C (-3.434, 1.834, 0.994)  -0.627
N (-2.332, 1.354, 1.364)  0.006
C (3.164, 4.909, 2.084)  -0.118
C (3.389, 3.783, 3.095)  -0.249
C (2.093, 3.224, 3.701)  -0.186
C (1.309, 2.332, 2.731)  -0.157
N (0.617, 3.018, 1.648)  0.003
C (0.827, 3.012, 0.285)  -0.636
Se (2.195, 2.189, -0.656)  0.667
N (-0.244, 3.631, -0.344)  -0.015
C (-0.497, 3.672, -1.783)  -0.157
C (-0.275, 5.051, -2.394)  -0.197
C (1.156, 5.565, -2.408)  -0.264
C (2.117, 4.794, -3.322)  -0.131
C (-1.118, 4.113, 0.645)  -0.165
C (-2.281, 4.845, 0.564)  -0.028
C (-2.999, 5.037, 1.756)  -0.099
C (-2.476, 4.617, 2.979)  -0.095
C (-1.231, 3.988, 3.074)  -0.021
C (-0.583, 3.693, 1.890)  -0.183
H (4.013, 5.585, 2.070)  0.055
H (2.271, 5.496, 2.322)  0.069
H (3.007, 4.532, 1.060)  0.030
H (4.099, 4.077, 3.880)  0.092
H (3.923, 2.933, 2.591)  0.117
H (1.452, 4.032, 4.053)  0.092
H (2.318, 2.600, 4.554)  0.106
H (0.539, 1.741, 3.270)  0.148
H (1.993, 1.614, 2.290)  0.020
H (-1.537, 3.350, -1.912)  0.118
H (0.156, 2.897, -2.222)  0.076
H (-0.870, 5.770, -1.830)  0.093
H (-0.675, 5.034, -3.427)  0.118
H (1.570, 5.637, -1.383)  0.106
H (1.101, 6.593, -2.765)  0.091
H (2.383, 3.815, -2.917)  -0.008
H (3.051, 5.325, -3.464)  0.057
H (1.664, 4.621, -4.302)  0.067
H (-2.614, 5.312, -0.364)  0.105
H (-3.953, 5.557, 1.707)  0.096
H (-3.040, 4.757, 3.901)  0.096
H (-0.762, 3.730, 4.016)  0.104

Values from the calculation:
Charge   -2
Maximum force   6.6 eV/Å
Frontier orbital gap   5.92 eV
LUMO   0.1417 Ha